Entry 1:
{
  "formula": "C11H30Cl2OP3Y",
  "method": "wB97M-V/def2-TZVPD",
  "homo_energy_ev": [-15.45, -15.45],
  "orbital_gap_ev": [4.58, 4.58],
  "molar_mass_da": 431.09,
  "spin_multiplicity": 1,
  "charge": 2,
  "species": ["C", "C", "H", "H", "H", "O", "Cl", "Y", "P", "C", "C", "H", "H", "H", "H", "H", "H", "C", "H", "H", "H", "P", "C", "C", "H", "H", "H", "C", "H", "H", "H", "H", "H", "H", "Cl", "C", "P", "C", "C", "H", "H", "H", "H", "H", "H", "H", "H", "H"],
  "positions_angstrom": [[-1.7714, -2.9053, -1.1240], [-1.0644, -1.6722, -1.3411], [-1.7728, -3.6841, -1.9195], [-2.8263, -2.6720, -0.8548], [-1.3278, -3.3595, -0.2286], [-0.8262, -0.9738, -2.2928], [-1.9853, -1.7048, 2.0737], [-0.3161, -0.0256, 1.1858], [-2.4916, 1.2492, 0.1557], [-2.1083, 2.5378, -1.0430], [-3.9489, 0.3300, -0.3608], [-4.8138, 0.9987, -0.4154], [-3.8243, 2.5898, 1.7345], [-4.1513, -0.4849, 0.3441], [-2.8684, 1.3203, 2.5545], [-1.7698, 2.0753, -1.9780], [-3.7911, -0.1461, -1.3356], [-2.8573, 2.0744, 1.7523], [-2.9834, 3.1658, -1.2322], [-2.0656, 2.7807, 2.0405], [-1.2757, 3.1642, -0.6980], [1.5648, -2.0276, 1.2461], [3.0986, -1.5158, 0.4374], [1.8967, -1.8917, 3.0538], [0.3643, -4.1175, 1.4245], [2.1088, -4.4070, 1.2379], [1.0976, -3.9558, -0.1498], [1.2729, -3.7780, 0.9160], [0.9215, -1.8046, 3.5527], [2.4305, -2.7434, 3.4953], [3.9157, -2.1856, 0.7201], [3.3798, -0.4873, 0.6941], [2.4312, -0.9681, 3.3108], [2.9799, -1.5269, -0.6509], [0.4278, 1.4703, 3.0257], [1.1003, 3.0410, -2.1257], [1.0680, 1.5154, -1.1099], [1.8623, 0.5018, -2.4350], [2.2435, 2.1988, 0.1684], [0.4963, 2.9474, -3.0350], [2.1458, 3.1808, -2.4079], [0.7624, 3.9146, -1.5600], [2.7495, 0.9911, -2.8667], [2.1108, -0.5131, -2.1075], [1.0992, 0.4043, -3.2211], [3.0764, 2.7690, -0.2743], [1.6294, 2.8897, 0.7629], [2.6057, 1.4399, 0.8809]]
}

=====

Entry 2:
{
  "formula": "C39H59F3N4O5P",
  "method": "wB97M-V/def2-TZVPD",
  "homo_energy_ev": -5.01,
  "orbital_gap_ev": 6.83,
  "molar_mass_da": 751.89,
  "spin_multiplicity": 1,
  "charge": -1,
  "species": ["C", "C", "C", "C", "C", "C", "C", "C", "C", "C", "O", "C", "O", "P", "C", "C", "C", "F", "C", "F", "F", "C", "C", "C", "N", "C", "C", "O", "C", "C", "N", "C", "C", "C", "C", "C", "O", "C", "C", "O", "H", "H", "H", "H", "H", "H", "H", "H", "H", "H", "H", "H", "H", "H", "H", "H", "H", "H", "H", "H", "H", "H", "H", "H", "H", "H", "H", "H", "H", "H", "H", "H", "H", "H", "H", "H", "H", "H", "H", "H", "H", "H", "H", "H", "H", "H", "H", "H", "H", "N", "C", "C", "C", "C", "C", "H", "H", "H", "H", "H", "N", "C", "C", "C", "C", "C", "H", "H", "H", "H", "H"],
  "positions_angstrom": [[-0.7536, -3.9258, 0.3190], [0.1300, -3.3911, 1.4510], [0.3526, -1.8815, 1.3444], [0.9582, -1.4746, -0.0051], [1.7486, -0.1558, 0.0487], [1.6043, 0.7982, -1.1391], [2.3750, 0.3747, -2.4263], [2.9147, -1.0552, -2.5838], [1.9931, -2.1191, -3.1946], [1.5170, -1.8028, -4.6069], [0.1810, -2.2656, -4.7372], [-0.2875, -2.2367, -6.0596], [2.2074, 2.0143, -0.6972], [1.5655, 3.4626, -1.4263], [2.8926, 4.4511, -0.5110], [4.3510, 4.0978, -0.8458], [4.7559, 4.2471, -2.2775], [4.9663, 3.1043, -2.9842], [5.0042, 5.3746, -2.9171], [4.5850, 6.5807, -2.5315], [5.6958, 5.4579, -4.0612], [0.8419, 4.9512, -2.3633], [0.0497, 5.9203, -1.7587], [-0.4175, 6.9988, -2.4880], [-0.1669, 7.1913, -3.7810], [0.5684, 6.2505, -4.3682], [1.0805, 5.1410, -3.7174], [0.3176, 2.4517, -2.1602], [0.1388, 1.2466, -1.4687], [-0.6468, 0.2910, -2.4358], [-1.3311, 0.9305, -3.5470], [-0.6962, 1.4418, -0.1759], [-1.8411, 2.4488, -0.3333], [-3.2391, 1.8201, -0.4056], [-4.3129, 2.9031, -0.3832], [-5.7402, 2.3718, -0.5606], [-6.3768, 2.8865, -1.7444], [-5.9047, 2.3725, -2.9202], [-5.5826, 3.4427, -3.9270], [-5.7936, 1.1898, -3.1120], [-1.1403, -4.9177, 0.5610], [-0.1823, -4.0254, -0.6056], [-1.6012, -3.2649, 0.1199], [-0.2668, -3.6637, 2.4274], [1.1021, -3.8880, 1.3426], [-0.6412, -1.4225, 1.4136], [0.9673, -1.5219, 2.1734], [0.1688, -1.4481, -0.7571], [1.6317, -2.2829, -0.3147], [2.8119, -0.4078, 0.1177], [1.5202, 0.3948, 0.9606], [1.7849, 0.6537, -3.3007], [3.2408, 1.0362, -2.4416], [3.3070, -1.4378, -1.6394], [3.7786, -0.9881, -3.2565], [2.5585, -3.0559, -3.2334], [1.1103, -2.3218, -2.5880], [1.5494, -0.7258, -4.8167], [2.1290, -2.3091, -5.3659], [0.4658, -2.6181, -6.7614], [-0.5808, -1.2236, -6.3585], [-1.1622, -2.8842, -6.1152], [2.4104, 3.2361, -2.5738], [0.6632, 3.7091, -0.3252], [2.7580, 5.5288, -0.6440], [2.7415, 4.2454, 0.5527], [5.0028, 4.7634, -0.2676], [4.5804, 3.0829, -0.5215], [-0.1954, 5.8432, -0.7034], [-1.0261, 7.7553, -2.0001], [0.7640, 6.3874, -5.4281], [1.6771, 4.4212, -4.2686], [0.0178, -0.4562, -2.8636], [-1.4029, -0.2503, -1.8585], [-0.6680, 1.2670, -4.2296], [-1.8997, 1.7049, -3.2360], [-0.0350, 1.7923, 0.6161], [-1.0762, 0.4634, 0.1357], [-1.6856, 3.0547, -1.2286], [-1.8277, 3.1454, 0.5115], [-3.3639, 1.1268, 0.4313], [-3.3232, 1.2745, -1.3519], [-4.1089, 3.6309, -1.1739], [-4.2573, 3.4578, 0.5579], [-6.3801, 2.6338, 0.2788], [-5.7263, 1.2810, -0.6317], [-4.6906, 3.9771, -3.5977], [-5.4191, 2.9931, -4.9019], [-6.4072, 4.1540, -3.9776], [1.1478, -5.0458, 4.2074], [0.9162, -5.7806, 5.2929], [1.7936, -5.8700, 6.3639], [2.9800, -5.1573, 6.3005], [3.2371, -4.3891, 5.1755], [2.2916, -4.3665, 4.1609], [-0.0228, -6.3228, 5.3100], [1.5401, -6.4751, 7.2218], [3.6920, -5.1973, 7.1155], [4.1495, -3.8155, 5.0824], [2.4558, -3.7741, 3.2668], [-0.8941, -6.1733, 8.3791], [-1.4004, -7.2959, 8.8845], [-2.4815, -7.3273, 9.7525], [-3.0679, -6.1259, 10.1175], [-2.5512, -4.9496, 9.5998], [-1.4680, -5.0274, 8.7367], [-0.9148, -8.2160, 8.5769], [-2.8522, -8.2706, 10.1298], [-3.9138, -6.1072, 10.7926], [-2.9768, -3.9890, 9.8554], [-1.0379, -4.1293, 8.3066]]
}

=====

Entry 3:
{
  "formula": "C6H13NP",
  "method": "wB97M-V/def2-TZVPD",
  "homo_energy_ev": -12.74,
  "orbital_gap_ev": 6.11,
  "molar_mass_da": 130.15,
  "spin_multiplicity": 1,
  "smiles": "[H]/P=[NH+]/C[C@H](C)C(=C)C",
  "de_lowest_kcal_mol": 34.1,
  "charge": 1,
  "species": ["H", "P", "N", "C", "C", "C", "C", "C", "C", "H", "H", "H", "H", "H", "H", "H", "H", "H", "H", "H", "H"],
  "positions_angstrom": [[4.3446, -0.1095, 1.4899], [4.0833, 0.0301, 0.0530], [2.5766, 0.4928, 0.4828], [1.2974, 0.7096, -0.3933], [0.1781, -0.1989, -0.0657], [0.2189, -1.3236, -1.1003], [-1.1776, 0.5099, 0.0284], [-1.4568, 1.7869, -0.3077], [-2.1898, -0.2938, 0.7266], [2.2381, 0.6277, 1.3783], [1.5822, 0.5660, -1.3723], [1.0114, 1.8341, -0.2492], [0.2648, -0.5992, 0.9678], [1.0293, -1.9478, -0.9808], [-0.6041, -1.9706, -1.2676], [0.3318, -0.8547, -2.0508], [-2.3931, 2.4188, -0.0861], [-0.6180, 2.3915, -0.7582], [-2.0877, -0.5100, 1.7458], [-2.2605, -1.1914, 0.1869], [-3.1636, 0.2251, 0.4920]]
}

=====

Entry 4:
{
  "formula": "C40H42BaF9N10O9S3Si",
  "method": "wB97M-V/def2-TZVPD",
  "homo_energy_ev": -5.43,
  "orbital_gap_ev": 6.07,
  "molar_mass_da": 1239.43,
  "spin_multiplicity": 1,
  "de_lowest_kcal_mol": 3.4,
  "charge": -1,
  "species": ["Ba", "N", "C", "C", "C", "C", "N", "C", "N", "N", "C", "O", "O", "H", "H", "H", "H", "H", "H", "H", "H", "H", "H", "H", "H", "H", "H", "C", "C", "N", "C", "C", "C", "C", "C", "C", "C", "C", "N", "C", "N", "H", "H", "H", "H", "H", "H", "H", "H", "H", "N", "C", "N", "S", "H", "H", "H", "H", "F", "C", "F", "F", "C", "O", "O", "F", "C", "F", "F", "S", "O", "O", "N", "S", "O", "O", "C", "F", "F", "F", "O", "Si", "C", "C", "C", "C", "C", "C", "C", "C", "C", "C", "C", "C", "C", "C", "C", "C", "C", "C", "H", "H", "H", "H", "H", "H", "H", "H", "H", "H", "H", "H", "H", "H", "H"],
  "positions_angstrom": [[0.3858, -0.2062, -0.2341], [-1.1560, 4.3695, -0.7426], [-0.8523, 4.5184, 0.6237], [-1.7363, 5.5832, 1.3108], [-3.3332, 5.4283, 1.2538], [-4.0538, 5.3362, 2.6109], [-3.6029, 4.2028, 3.4232], [-4.1822, 3.7487, 4.5764], [-3.3964, 3.1913, 5.4918], [-5.5194, 3.8787, 4.7786], [-0.7921, 3.1534, 1.3871], [-1.0297, 3.1869, 2.6399], [-0.3759, 2.1279, 0.7214], [-0.8136, 3.5414, -1.2264], [-1.1474, 5.1709, -1.3724], [0.1919, 4.8963, 0.7859], [-1.4299, 6.5165, 0.7940], [-1.4754, 5.7321, 2.3726], [-3.5461, 4.5768, 0.5917], [-3.6635, 6.3003, 0.7206], [-5.1509, 5.2129, 2.5101], [-3.9843, 6.2531, 3.2293], [-2.7142, 3.8254, 3.2132], [-2.4175, 3.3044, 5.3327], [-3.7238, 2.8498, 6.4002], [-6.1053, 4.1983, 4.0160], [-6.0494, 3.3292, 5.4227], [-3.5437, -2.9744, 1.6018], [-2.6379, -2.2470, 0.8225], [-2.1538, -1.0668, 1.2182], [-2.6307, -0.5006, 2.3433], [-3.5609, -1.1863, 3.2228], [-3.9318, -2.4712, 2.7901], [-4.0686, -0.7028, 4.4973], [-3.3677, -0.2892, 5.6027], [-1.9017, -0.3713, 5.8252], [-1.3486, -0.0440, 7.0600], [0.0184, -0.0242, 7.1648], [0.7843, -0.3716, 6.0952], [0.1577, -0.6540, 4.9997], [-1.1574, -0.8249, 4.8022], [-3.8926, -3.9376, 1.2167], [-2.3358, -2.6506, -0.1067], [-2.3583, 0.5503, 2.4787], [-4.6119, -3.0134, 3.4102], [-5.1506, -0.6983, 4.5116], [-3.8859, -0.0801, 6.5009], [-1.9709, 0.2153, 7.8990], [0.5527, 0.2356, 8.0790], [0.7691, -0.8512, 4.1227], [4.4579, -3.1005, 2.5970], [3.1283, -2.7916, 2.7218], [2.3367, -3.8665, 2.9099], [2.6042, -1.2359, 2.5301], [4.7936, -4.0365, 2.7471], [5.1153, -2.3813, 2.3296], [2.5950, -4.7491, 2.4447], [1.3214, -3.7823, 3.1054], [-3.4151, 1.1626, -3.4572], [-2.1293, 0.9369, -3.9217], [-2.0333, -0.0991, -4.7762], [-1.6975, 2.0903, -4.6519], [-1.2585, 0.7105, -2.7098], [-0.4662, 1.6389, -2.4103], [-1.5224, -0.3662, -2.1878], [-1.2053, -4.4166, -3.2387], [-0.1912, -5.1681, -2.6134], [0.9015, -5.0278, -3.3871], [-0.6124, -6.4467, -2.6241], [0.2590, -4.4307, -0.9159], [0.4268, -2.9469, -1.1684], [1.3773, -5.1487, -0.3812], [-1.0311, -4.5789, 0.0330], [-1.2681, -5.9724, 0.8352], [-2.6781, -6.1825, 0.8747], [-0.3609, -6.9977, 0.3747], [-0.7496, -5.6222, 2.6573], [-0.7335, -4.3210, 2.9553], [0.4475, -6.0886, 2.9951], [-1.6802, -6.1882, 3.4651], [2.4723, -0.0758, -1.7924], [2.9453, 0.1732, -3.2879], [4.5975, -0.6136, -3.4990], [5.1172, -1.4226, -2.5223], [6.3712, -1.9796, -2.6841], [7.1298, -1.6347, -3.8219], [6.5388, -0.8889, -4.8331], [5.2449, -0.3785, -4.6923], [3.0835, 1.9468, -3.7971], [4.3256, 2.6554, -3.7432], [4.4173, 3.9514, -4.1646], [3.2514, 4.6861, -4.4358], [2.0611, 4.0070, -4.5526], [1.9513, 2.6518, -4.2092], [1.7946, -0.6712, -4.4911], [1.6850, -0.2154, -5.8207], [0.9785, -0.9253, -6.7890], [0.3032, -2.1053, -6.4561], [0.3995, -2.5872, -5.1470], [1.0678, -1.8263, -4.1638], [4.6807, -1.3728, -1.5282], [6.7496, -2.7233, -1.9783], [8.1230, -2.0343, -4.0559], [7.0499, -0.5968, -5.7388], [4.8963, 0.3115, -5.4753], [5.1806, 2.1219, -3.2715], [5.3875, 4.4132, -4.1582], [3.2149, 5.7621, -4.5341], [1.1607, 4.4599, -4.9230], [0.9859, 2.1981, -4.2106], [2.2352, 0.6882, -6.1048], [1.0549, -0.5515, -7.7607], [-0.2780, -2.5687, -7.2525], [0.0036, -3.5660, -4.9040], [0.9879, -2.1499, -3.1216]]
}